P) Here is a structure of composition C30H30CaN8O6STe from OMol25. Energies are from ωB97M-V with the def2-TZVPD basis set.

Geometry as XYZ:
```
77
C30H30CaN8O6STe ωB97M-V with the def2-TZVPD basis set
Ca -1.39596 0.65663 0.79905
O -4.23718 -1.18903 -2.55800
C -3.57281 -0.58345 -3.55813
C -3.72012 -1.09594 -4.84918
C -3.03603 -0.52627 -5.90784
C -2.19694 0.56344 -5.69944
C -2.05802 1.07603 -4.41895
C -2.73795 0.52663 -3.33731
C -2.55573 1.05879 -1.94580
O -3.10106 0.41429 -0.97380
N -1.85572 2.16923 -1.86752
N -1.64872 2.54075 -0.54716
C -1.29801 3.73718 -0.30550
C -1.07138 4.25044 1.05134
C -0.55446 5.54088 1.15460
C -0.34321 6.17425 2.36985
C -0.69778 5.49107 3.53357
C -1.21821 4.21490 3.47722
C -1.40047 3.51591 2.24820
O -1.82443 2.30718 2.24989
H -3.93597 -0.70869 -1.72468
H -4.37005 -1.95142 -4.98818
H -3.15328 -0.94011 -6.90367
H -1.64708 1.00123 -6.52295
H -1.40353 1.91312 -4.21713
H -1.16673 4.43834 -1.13582
H -0.30685 6.06012 0.23302
H 0.07359 7.17242 2.40967
H -0.56784 5.97185 4.49895
H -1.50218 3.68372 4.37942
O -2.00549 -0.89189 2.23775
C -2.41399 -2.10222 2.04931
C -3.05608 -2.78995 3.11207
C -3.57140 -4.05980 2.97714
C -3.46697 -4.73932 1.76550
C -2.81383 -4.10997 0.71988
C -2.27626 -2.82601 0.81834
C -1.52706 -2.29784 -0.33723
N -0.71829 -1.25974 -0.36373
C -0.16376 -1.19938 -1.62090
C -0.66565 -2.20619 -2.38085
N -1.52219 -2.90181 -1.55702
H -3.13731 -2.25015 4.04798
H -4.05572 -4.53360 3.82534
H -3.87031 -5.73643 1.64281
H -2.69784 -4.66269 -0.20629
H 0.55403 -0.43608 -1.87982
H -0.50835 -2.48335 -3.40817
H -2.12501 -3.65041 -1.84046
N 0.54371 0.61462 3.26195
C 1.00832 1.45880 2.29726
N 1.72723 2.54997 2.71258
O 0.87501 1.22061 1.09368
H 0.29394 1.01469 4.15055
H -0.06011 -0.14290 2.95711
H 1.40994 3.00481 3.55516
H 1.89334 3.18968 1.94827
C 2.97092 -3.55768 3.99340
N 3.50189 -3.42395 2.65562
C 2.92242 -2.48092 1.79672
N 3.65640 -2.23956 0.66763
O 1.83750 -1.99410 2.03592
H 2.98618 -4.60096 4.31635
H 1.93901 -3.21389 3.96995
H 3.51580 -2.95255 4.72630
H 4.49453 -3.54939 2.55296
H 4.61456 -2.54906 0.67618
H 3.53794 -1.35438 0.16319
Te 3.47425 1.16448 -0.79304
C 5.20234 0.90438 -2.01309
C 5.31635 0.90027 -3.38170
C 6.63810 0.65640 -3.85692
C 7.53630 0.47320 -2.84743
S 6.74914 0.60477 -1.32708
H 4.46312 1.06670 -4.02440
H 6.90306 0.61350 -4.90638
H 8.59437 0.27583 -2.92609
```

**Multiplicity**: 1
**Frontier orbital gap**: 0.1972 hartree
**LUMO level**: 4.1 eV
**Net charge**: -2

Q) Here is a structure of composition C30H30CaN8O6STe from OMol25. Energies are from ωB97M-V with the def2-TZVPD basis set.

Geometry as XYZ:
```
77
C30H30CaN8O6STe ωB97M-V with the def2-TZVPD basis set
Ca 0.18073 -0.52745 -0.13554
O 0.34886 -3.54250 3.21804
C 0.52100 -2.60505 4.16278
C 0.28856 -2.93697 5.49755
C 0.44911 -1.99321 6.49756
C 0.84269 -0.69890 6.18153
C 1.08699 -0.36465 4.86142
C 0.94534 -1.29874 3.83757
C 1.24438 -0.94108 2.42599
O 0.99728 -1.79389 1.48534
N 1.82945 0.22068 2.24702
N 1.95026 0.54250 0.92939
C 2.76898 1.47492 0.62599
C 2.94649 1.94087 -0.72806
C 3.84416 2.97860 -0.99789
C 4.07181 3.43466 -2.27948
C 3.36412 2.87425 -3.34153
C 2.46160 1.85917 -3.10197
C 2.23250 1.38100 -1.81119
O 1.47834 0.28526 -1.61780
H 0.55666 -3.05783 2.34846
H -0.01764 -3.94926 5.73398
H 0.27455 -2.27520 7.52972
H 0.95481 0.04226 6.96338
H 1.39083 0.63129 4.57148
H 3.36788 1.95024 1.40915
H 4.38591 3.41566 -0.16560
H 4.78960 4.22647 -2.46002
H 3.53196 3.22218 -4.35312
H 1.89992 1.41318 -3.91233
O -0.93931 0.89985 0.82978
C -1.78101 1.00029 1.77730
C -2.12375 2.27995 2.30823
C -3.02968 2.43825 3.32526
C -3.66362 1.33075 3.89905
C -3.36129 0.07458 3.41681
C -2.44279 -0.12348 2.38038
C -2.21016 -1.46531 1.87098
N -1.70407 -1.79759 0.69702
C -1.75880 -3.16439 0.60996
C -2.31142 -3.68098 1.73826
N -2.60405 -2.59678 2.53307
H -1.64408 3.13448 1.84678
H -3.26805 3.43365 3.68611
H -4.38953 1.45538 4.69398
H -3.88180 -0.78041 3.83923
H -1.39037 -3.67145 -0.26410
H -2.49443 -4.69057 2.05927
H -2.89710 -2.64050 3.49068
N -2.17023 -2.26739 -2.65294
C -2.18467 -0.90239 -2.57389
N -3.16542 -0.28733 -3.33734
O -1.41779 -0.22527 -1.91161
H -2.55162 -2.67654 -3.48918
H -1.26466 -2.63174 -2.33834
H -4.00374 -0.80648 -3.53123
H -3.29798 0.68704 -3.11007
C 0.85953 -4.92754 -2.91624
N 1.23077 -3.74972 -3.68807
C 1.13680 -2.48838 -2.99740
N 1.56384 -1.41303 -3.59094
O 0.57197 -2.51196 -1.86934
H 1.28074 -5.81950 -3.38258
H -0.22898 -5.02167 -2.91226
H 1.18931 -4.86357 -1.87554
H 2.12485 -3.84527 -4.14381
H 1.98039 -1.58551 -4.49551
H 1.38713 -0.23514 -2.49254
Te -0.66062 2.98620 -1.36200
C -0.40686 4.46618 -2.83427
C 0.70415 5.22622 -3.11256
C 0.57933 6.10537 -4.21763
C -0.64579 6.04807 -4.80744
S -1.64693 4.88819 -3.99711
H 1.60071 5.13811 -2.51585
H 1.37483 6.75806 -4.56009
H -1.03088 6.61082 -5.64403
```

**Multiplicity**: 1
**Frontier orbital gap**: 0.1704 hartree
**LUMO level**: 4.4 eV
**Net charge**: -2

P) takes first place; second place is 1.301 eV up.

P) Here is an isolated molecule of C15H24N4O4 from OMol25. Energies are from ωB97M-V with the def2-TZVPD basis set.

Geometry as XYZ:
```
47
C15H24N4O4 ωB97M-V with the def2-TZVPD basis set
N 1.55234 -4.62248 3.38818
C 0.63587 -4.16412 4.26623
O 0.39130 -4.68081 5.32829
C -0.05275 -2.93601 3.77177
N -0.99616 -2.30379 4.40613
O -1.33280 -1.26467 3.60777
C -0.56327 -1.32836 2.52301
C -0.68628 -0.34983 1.40763
C -1.45757 0.90187 1.85981
C -0.97523 2.21102 1.22613
C -1.30577 2.40233 -0.25897
C -0.25558 1.86781 -1.24199
C 0.98423 2.76225 -1.29045
C 2.02008 2.18930 -2.25365
C 1.43141 2.06205 -3.65476
C 0.17654 1.19615 -3.62796
C -0.84842 1.75974 -2.64889
C -1.35839 -1.05241 0.20768
C -0.42252 -1.78486 -0.73841
O -0.63446 -1.90321 -1.93366
N 0.69712 -2.27479 -0.18320
O 1.53180 -3.05555 -0.99224
N 0.24953 -2.34772 2.57361
H 1.72837 -4.15274 2.51729
H 2.07777 -5.44798 3.62297
H 0.33150 -0.05917 1.12608
H -2.52231 0.76612 1.66378
H -1.34228 1.00584 2.94066
H -1.45029 3.01987 1.78534
H 0.10086 2.30647 1.37963
H -1.42359 3.47133 -0.45193
H -2.27288 1.93935 -0.46922
H 0.06467 0.86858 -0.93827
H 1.42455 2.85823 -0.29539
H 0.69528 3.76240 -1.62232
H 2.90195 2.83338 -2.27583
H 2.33504 1.20314 -1.90338
H 2.17016 1.62782 -4.33136
H 1.17731 3.05633 -4.03027
H -0.26013 1.14268 -4.62702
H 0.43358 0.17943 -3.32448
H -1.72353 1.10638 -2.63396
H -1.17278 2.74890 -2.98147
H -2.09940 -1.77508 0.56243
H -1.89330 -0.31861 -0.39398
H 0.82910 -2.43111 0.81315
H 1.10931 -2.99549 -1.87450
```

**Multiplicity**: 1
**Frontier orbital gap**: 0.3636 hartree
**SMILES**: NC(=O)c1noc([C@H](CCCC2CCCCC2)CC(=O)NO)n1
**LUMO level**: 0.4 eV

Q) Here is a structure of composition C15H24N4O4 from OMol25. Energies are from ωB97M-V with the def2-TZVPD basis set.

Geometry as XYZ:
```
47
C15H24N4O4 ωB97M-V with the def2-TZVPD basis set
N -0.09047 -4.71624 -0.94505
C -0.35233 -3.58942 -0.40317
O -1.48763 -3.10450 -0.32494
C 0.71856 -2.88627 0.14124
N 1.86927 -3.57806 0.15175
O 2.55821 -2.53095 0.92509
C 1.74519 -1.49165 1.19298
N 0.59810 -1.55553 0.50229
C 2.31333 -0.11537 1.58962
H 2.63810 -0.46949 2.71133
C 3.62871 0.49132 1.04350
C 3.47029 0.44407 -0.58520
O 3.00623 -0.65080 -1.28188
N 4.22281 1.47249 -1.02311
H 4.77104 2.06745 -0.75682
O 4.13371 1.43520 -2.32914
H 3.68826 0.54015 -2.66903
H 3.96246 1.20176 1.50883
H 4.56044 -0.34416 1.19094
C 1.26806 1.00572 1.84226
C 0.89671 1.55197 0.27166
C -0.55980 2.30398 0.53999
H -0.51094 3.06966 -0.35422
H -0.63538 2.78356 1.50813
C -1.57017 1.35433 -0.04665
C -1.66953 0.85694 -1.29177
C -2.84502 -0.38932 -1.46223
C -4.13327 0.47296 -0.91723
C -4.07440 0.62862 0.69868
C -2.85643 1.66440 0.83138
H -2.76205 2.05350 1.77020
H -3.20162 2.59879 0.11403
H -4.90223 1.08777 1.01712
H -3.75001 -0.36595 1.11739
H -4.98076 -0.51373 -0.99138
H -4.44652 1.40314 -1.39950
H -2.95192 -0.42624 -2.69361
H -2.57170 -1.10535 -0.68293
H -0.83695 0.48820 -1.67337
H -2.12669 1.86870 -1.74322
H -1.22233 0.18641 0.88339
H 1.55611 2.36952 0.31772
H 0.84217 0.72598 -0.35772
H 0.34945 0.37591 2.18155
H 1.53248 1.81249 2.32381
H 0.97797 -5.06745 -1.05478
H -0.76955 -5.41452 -1.38787
```

**Multiplicity**: 1
**Frontier orbital gap**: 0.3056 hartree
**LUMO level**: 0.2 eV

P) takes first place; second place is 15.185 eV up.

P) Here is a cluster of 2 separate species, C2H11N3 in total from OMol25. Energies are from ωB97M-V with the def2-TZVPD basis set.

Geometry as XYZ:
```
16
C2H11N3 ωB97M-V with the def2-TZVPD basis set
N -0.47543 -1.65240 -1.04717
C -0.32220 -1.40773 0.46908
N -1.38622 -0.87683 1.40090
H -0.56459 -0.61750 -1.34768
H -1.45135 -1.98763 -1.18267
H 0.40536 -0.60245 0.59368
H 0.17006 -2.32107 0.76607
H -1.99052 -1.71664 1.51548
H -2.10833 -0.24810 0.93717
C 0.90077 1.62425 -0.93807
N 1.63120 1.50637 0.41711
H -0.18777 1.53970 -0.62410
H 0.97189 2.68979 -1.26892
H 1.25551 0.94977 -1.70514
H 1.56833 2.41042 0.97528
H 1.58328 0.71005 1.03898
```

**Multiplicity**: 1
**Frontier orbital gap**: 0.3599 hartree
**SMILES**: NCN.CN
**LUMO level**: 1.0 eV

Q) Here is a cluster of 2 separate species, C2H11N3 in total from OMol25. Energies are from ωB97M-V with the def2-TZVPD basis set.

Geometry as XYZ:
```
16
C2H11N3 ωB97M-V with the def2-TZVPD basis set
C 1.02464 0.88759 -0.84191
C 1.69652 -0.32599 -0.24128
N 0.64766 -1.18740 0.43202
H 0.04182 1.14554 -0.06612
H 0.56908 0.63782 -1.80121
H 1.74278 1.69191 -0.98974
H 2.23203 -0.93534 -0.98441
H 2.39187 -0.04006 0.55596
H 0.05049 -1.57721 -0.29145
H 1.06148 -1.97204 0.92505
N -2.28215 0.08083 -0.05980
N -1.27855 0.59611 0.83135
H -2.81807 0.85182 -0.45186
H -2.92675 -0.54531 0.42313
H -0.46365 -0.31655 0.89098
H -1.68920 1.00825 1.66929
```

**Multiplicity**: 1
**Frontier orbital gap**: 0.3356 hartree
**SMILES**: CCN.NN
**LUMO level**: 1.2 eV

P) takes first place; second place is 0.788 eV up.